The molecule C9Cl3I3O3 in a non-equilibrium geometry. Source: the OMol25 dataset; level of theory: wB97M-V/def2-TZVPD.

Last column: Mulliken charge in e.
Geometry (Å):
O  -0.4277  -2.7786  -2.3660  -0.386
O  -1.5209  3.1693  -1.2354  -0.377
O  2.1380  0.2163  2.7869  -0.415
Cl  -1.4211  -3.8438  -0.2275  -0.120
Cl  -2.8371  2.6366  0.8845  -0.119
Cl  3.9552  0.5318  0.9985  -0.108
I  -3.0843  -0.2856  -2.0210  0.106
I  2.2373  -2.8891  0.3732  0.097
I  0.9952  3.2847  1.2992  0.119
C  -0.6974  -2.5579  -1.1872  -0.359
C  -1.7006  2.2938  -0.4164  -0.388
C  2.3181  0.2807  1.5604  -0.350
C  -1.1984  -0.1531  -0.7810  -1.240
C  0.8472  -1.1195  0.0896  -0.977
C  0.3766  1.2609  0.4654  -1.210
C  -0.3543  -1.2823  -0.6128  1.860
C  -0.8079  1.1244  -0.2717  1.821
C  1.1819  0.1114  0.6612  2.047

Atomic forces in eV per Å
O -0.842 0.444 2.924
O -0.424 -1.950 0.962
O 0.447 0.254 -3.777
Cl 0.073 0.674 0.104
Cl -0.055 -0.665 -0.013
Cl -0.467 0.020 -0.479
I 1.856 0.074 1.336
I -1.367 1.759 -0.258
I -0.621 -2.119 -0.840
C 0.643 -2.371 -4.420
C 0.629 3.259 -1.317
C 0.638 -0.631 5.288
C -0.001 0.352 -0.370
C 0.618 -0.749 0.464
C 0.108 0.232 0.050
C -0.281 2.315 1.260
C -0.352 -1.705 0.237
C -0.602 0.808 -1.152

## Properties
E_HOMO, eV: -10.02
ΔE to the lowest compared entry with this formula, charge and spin, kcal/mol: 5.3
LUMO level, Ha: -0.061
SMILES string: O=C(Cl)c1c(I)c(C(=O)Cl)c(I)c(C(=O)Cl)c1I
Strongest force on any atom, eV/Å: 5.36
Multiplicity: 1